#1
C5H12N3O | ωB97M-V/def2-TZVPD

Each line ends with the Mulliken charge.
Cartesian coordinates (Å):
C (3.16084, 0.28608, -0.46788)  -1.07
C (1.89413, -0.03519, 0.23681)  0.67
O (1.72408, -0.85088, 1.11094)  -0.54
N (0.85542, 0.83917, -0.09042)  -0.91
N (-0.36865, 0.66447, 0.08863)  1.10
C (-1.14616, 1.86567, 0.29893)  -0.85
N (-1.00480, -0.48253, 0.03288)  0.18
C (-2.39608, -0.56889, 0.39212)  -1.01
C (-0.35557, -1.66022, -0.46940)  -1.00
H (3.72642, 0.98932, 0.14420)  0.31
H (2.97218, 0.74842, -1.43201)  0.33
H (3.76330, -0.61299, -0.57279)  0.36
H (-2.00377, 1.91032, -0.37087)  0.32
H (-0.48910, 2.71471, 0.11515)  0.36
H (-1.49224, 1.92245, 1.33237)  0.39
H (-2.61118, -0.00032, 1.29611)  0.36
H (-3.04426, -0.21509, -0.41447)  0.38
H (-2.63962, -1.61082, 0.58966)  0.43
H (0.34138, -1.39367, -1.26787)  0.36
H (0.21866, -2.16991, 0.31506)  0.38
H (-1.10497, -2.34010, -0.86714)  0.45

The net charge is +1. The LUMO energy comes out at -5.26 eV. For the HOMO energy, the calculation gives -14.358 eV. The structure (SMILES) is CC(=O)/N=[N+](/C)N(C)C. Its spin multiplicity is 1.

***

#2
C5H12N3O | ωB97M-V/def2-TZVPD

Each line ends with the Mulliken charge.
Cartesian coordinates (Å):
C (0.68529, -0.23858, -2.46181)  -1.68
C (-0.40508, 0.20792, -1.37679)  0.41
C (-1.59055, -0.81979, -1.47161)  -1.21
C (0.33056, 0.12082, 0.09906)  0.32
N (-0.03663, 1.07098, 0.84738)  -0.51
N (0.89215, 0.81284, 2.24397)  0.12
C (0.06372, 0.65530, 3.44620)  -0.68
O (1.64742, -0.22019, 1.80506)  -0.22
N (1.14291, -0.76016, 0.62799)  0.03
H (0.30851, 0.05713, -3.41432)  0.42
H (0.79448, -1.29205, -2.32684)  0.48
H (1.49189, 0.34439, -2.29721)  0.47
H (-0.73255, 1.20118, -1.49021)  0.46
H (-2.47413, -0.32438, -1.50455)  0.34
H (-1.56367, -1.43854, -0.65106)  0.39
H (-1.29605, -1.42999, -2.36009)  0.32
H (1.45087, 1.65357, 2.33327)  0.37
H (-0.40784, 1.57067, 3.69455)  0.35
H (-0.69541, -0.10978, 3.35230)  0.26
H (0.81698, 0.47010, 4.18596)  0.36
H (1.51712, -1.55484, 0.25328)  0.18

The net charge is +1. The LUMO energy comes out at -3.26 eV. For the HOMO energy, the calculation gives -14.212 eV. The structure (SMILES) is CC(C)C1=N[N@@H+](C)ON1. Its spin multiplicity is 1.

***

Most stable: #1 (next structure +323.7 kJ/mol)

***

#1
C2H2S | ωB97M-V/def2-TZVPD

Each line ends with the Mulliken charge.
Cartesian coordinates (Å):
C (1.32700, 0.47925, -0.20115)  0.02
C (0.18461, 0.07604, -0.11343)  -0.44
S (-2.05974, -0.13729, -0.20411)  -0.08
H (2.42084, 0.78294, -0.11343)  0.31
H (-1.87271, -1.20094, 0.63212)  0.18

The LUMO energy comes out at -1.21 eV. For the HOMO energy, the calculation gives -9.979 eV. The structure (SMILES) is C#CS. Its spin multiplicity is 1.

***

#2
C2H2S | ωB97M-V/def2-TZVPD

Each line ends with the Mulliken charge.
Cartesian coordinates (Å):
C (-0.61291, -0.54451, -0.81305)  -0.11
C (0.11185, 0.10999, 0.50939)  -0.51
S (-1.01516, 1.16252, -0.56840)  0.04
H (1.31663, 0.12276, -0.00029)  0.21
H (0.19960, -0.85076, 0.87234)  0.36

The LUMO energy comes out at -0.53 eV. For the HOMO energy, the calculation gives -9.741 eV. Its spin multiplicity is 1.

***

Most stable: #1 (next structure +161.7 kJ/mol)

***

#1
C3H9N2O2 | ωB97M-V/def2-TZVPD

Each line ends with the Mulliken charge.
Cartesian coordinates (Å):
C (0.73546, 0.67477, -0.85988)  -0.41
C (0.38195, 1.37910, 0.22933)  -0.42
N (0.29533, 0.49909, 1.30784)  -0.05
C (0.70077, -0.77700, 0.88771)  -0.68
N (0.89634, -0.66738, -0.50029)  -0.01
H (0.79269, 0.93614, -1.89568)  0.38
H (0.04242, 2.39091, 0.29396)  0.39
H (0.19053, 0.78844, 2.25864)  0.18
H (0.83033, -1.67886, 1.44252)  0.43
H (1.18527, -1.34100, -1.18074)  0.21
H (0.01699, -3.82991, -1.41986)  0.32
H (0.15526, -3.25459, -2.91154)  0.31
O (0.51358, -3.26258, -2.02390)  -0.65
H (-2.74495, 3.04315, 1.93979)  0.31
H (-3.28319, 2.53588, 0.58259)  0.30
O (-2.54035, 2.45508, 1.20327)  -0.62

The LUMO energy (alpha / beta) comes out at 0.82 / 0.80 eV. The expectation value of S² is 0.755. For the HOMO energy (alpha / beta), the calculation gives -3.677 / -7.727 eV. Its spin multiplicity is 2.

***

#2
C3H9N2O2 | ωB97M-V/def2-TZVPD

Each line ends with the Mulliken charge.
Cartesian coordinates (Å):
N (-1.74175, 2.95210, 0.01927)  -0.64
C (-1.49089, 1.57196, 0.39320)  -0.21
O (-0.14109, 1.32289, 0.60441)  -0.64
H (-1.09273, 3.22217, -0.71161)  0.24
H (-1.59164, 3.56839, 0.81015)  0.25
H (-2.06776, 1.38366, 1.31688)  0.30
H (-1.93939, 0.94645, -0.38587)  0.25
C (1.32751, -1.67314, 0.58594)  0.05
N (0.89385, -0.68352, -0.26258)  -0.19
C (0.25331, -1.20561, -1.45160)  -0.84
O (1.34302, -2.86382, 0.34454)  -0.45
H (1.68435, -1.27816, 1.54683)  0.36
H (0.31360, 0.41410, 0.22526)  0.53
H (0.93521, -1.92227, -1.90673)  0.35
H (0.04270, -0.41139, -2.16780)  0.32
H (-0.67346, -1.73920, -1.21420)  0.32

The LUMO energy (alpha / beta) comes out at 0.77 / -3.32 eV. The expectation value of S² is 0.764. For the HOMO energy (alpha / beta), the calculation gives -9.420 / -9.280 eV. Its spin multiplicity is 2.

***

Most stable: #1 (next structure +24.3 kJ/mol)

***

#1
C8H14N2O4 | ωB97M-V/def2-TZVPD

Each line ends with the Mulliken charge.
Cartesian coordinates (Å):
O (-1.77586, -1.37400, -2.19973)  -0.58
C (-1.87350, -0.69697, -1.20935)  0.26
O (-2.96178, -0.65183, -0.47849)  -0.42
C (-0.77382, 0.34979, -0.83883)  0.53
C (-1.26960, 1.61023, -1.37034)  -0.56
O (-0.72992, 2.76698, -0.69034)  -0.56
N (0.47930, -0.09997, -1.31610)  -0.15
C (1.61869, -0.56665, -0.63808)  -0.04
O (2.40687, -1.23703, -1.24137)  -0.63
C (1.70481, -0.29352, 0.78970)  0.02
C (0.85416, -1.35043, 1.67208)  -0.55
C (0.78800, -0.63859, 3.01190)  -0.64
C (0.80648, 0.83952, 2.68620)  -0.69
N (1.25549, 1.05248, 1.32907)  -0.32
H (-3.46583, -1.41505, -0.60211)  0.36
H (-1.05509, 0.36644, 0.28916)  -0.09
H (-1.01693, 1.78796, -2.51394)  0.21
H (-2.36286, 1.51567, -1.16179)  0.35
H (-0.01314, 2.36458, -0.11760)  0.43
H (0.41386, -0.61744, -2.15007)  0.32
H (2.78476, -0.36885, 0.91894)  0.56
H (1.26792, -2.41756, 1.65998)  0.35
H (-0.00781, -1.50745, 1.13566)  0.18
H (-0.06942, -1.00634, 3.58017)  0.36
H (1.48358, -1.04868, 3.79541)  0.31
H (-0.25414, 1.20281, 2.65068)  0.22
H (1.38050, 1.40688, 3.35914)  0.46
H (2.12518, 1.51636, 1.32537)  0.32

The LUMO energy comes out at 0.43 eV. For the HOMO energy, the calculation gives -9.638 eV. The structure (SMILES) is O=C(O)[C@H](CO)NC(=O)[C@@H]1CCCN1. Its spin multiplicity is 1.

***

#2
C8H14N2O4 | ωB97M-V/def2-TZVPD

Each line ends with the Mulliken charge.
Cartesian coordinates (Å):
O (-1.92319, -1.57162, -0.47938)  -0.52
C (-1.24070, -0.80083, -1.04453)  0.16
O (-1.67394, 0.33618, -1.59012)  -0.54
C (0.20572, -1.14680, -1.34763)  0.41
C (0.64661, -2.17950, -0.36546)  -0.39
O (1.97624, -2.68497, -0.61689)  -0.57
N (0.98975, 0.10825, -1.41142)  -0.31
C (1.38439, 0.59462, -0.14074)  -0.44
O (2.50948, 0.36104, 0.36326)  -0.58
C (0.57770, 1.51825, 0.73172)  0.36
C (0.15820, 0.70715, 2.00214)  -0.55
C (-1.22340, 1.31883, 2.45527)  -0.73
C (-1.79782, 1.58889, 1.03775)  -0.31
N (-0.66143, 2.12688, 0.23746)  -0.43
H (-0.88681, 0.82127, -1.92887)  0.41
H (0.25283, -1.57601, -2.37443)  0.42
H (-0.05022, -3.07659, -0.30208)  0.33
H (0.55213, -1.61978, 0.51424)  0.10
H (2.58731, -2.49794, 0.11981)  0.35
H (1.94195, -0.07015, -1.82047)  0.43
H (1.16377, 2.37329, 1.11433)  0.53
H (1.01894, 0.70529, 2.75076)  0.38
H (0.09546, -0.33852, 1.79076)  0.04
H (-0.92472, 2.31461, 2.96310)  0.27
H (-1.82225, 0.75681, 3.12006)  0.44
H (-2.64323, 2.38560, 1.00538)  0.34
H (-2.05869, 0.66340, 0.60780)  0.08
H (-0.89780, 2.38403, -0.72878)  0.33

The LUMO energy comes out at 0.41 eV. For the HOMO energy, the calculation gives -8.679 eV. The structure (SMILES) is O=C(O)[C@H](CO)NC(=O)[C@@H]1CCCN1. Its spin multiplicity is 1.

***

Most stable: #1 (next structure +11.0 kJ/mol)

***

#1
C7H10NPS2 | ωB97M-V/def2-TZVPD

Each line ends with the Mulliken charge.
Cartesian coordinates (Å):
C (-2.68193, -1.36203, 1.14322)  -0.97
N (-1.38509, -0.64831, 0.94398)  -0.25
P (-1.30668, 0.44564, -0.34261)  0.45
S (-2.52839, 2.23095, -0.46918)  -0.41
S (-1.78471, -0.87225, -1.94721)  -0.28
C (0.52476, 0.60001, -0.49311)  0.57
C (1.21193, -0.63501, -0.51350)  -0.48
C (2.58460, -0.53571, -0.60397)  -0.54
C (3.28059, 0.67330, -0.65692)  -0.47
C (2.53824, 1.85491, -0.72579)  -0.50
C (1.14640, 1.80946, -0.67138)  -0.29
H (-2.53879, -2.39573, 0.98318)  0.36
H (-3.09602, -1.31245, 2.15245)  0.34
H (-3.51744, -1.00105, 0.58735)  0.33
H (-0.69940, -1.00808, 1.47912)  0.26
H (-3.03731, -0.19016, -2.23823)  0.21
H (0.54176, -1.49367, -0.53046)  0.40
H (3.01345, -1.55389, -0.33079)  0.23
H (4.30281, 0.55191, -0.75705)  0.45
H (3.20028, 2.69282, -0.46836)  0.28
H (0.63503, 2.74755, -0.88909)  0.32

The LUMO energy comes out at 0.28 eV. For the HOMO energy, the calculation gives -8.401 eV. The structure (SMILES) is CN[P@](=S)(S)c1ccccc1. Its spin multiplicity is 1.

***

#2
C7H10NPS2 | ωB97M-V/def2-TZVPD

Each line ends with the Mulliken charge.
Cartesian coordinates (Å):
C (-4.15981, -0.38563, 1.39973)  -0.04
C (-2.99841, -0.42643, 1.08192)  -1.18
C (-1.65596, -0.46959, 0.85755)  1.09
C (-0.82936, 0.57116, 0.97369)  -0.78
P (0.95528, 0.28483, 0.81198)  0.37
S (2.11825, 1.01513, 2.54065)  -0.40
N (1.42434, 0.35922, -0.77549)  0.08
C (0.61812, 1.06260, -1.73674)  -0.91
C (2.91361, 0.40709, -0.97590)  -0.91
S (0.86795, -1.85093, 0.94117)  -0.19
C (-1.00122, -1.83696, 0.60515)  -0.83
H (-5.20297, -0.19966, 1.34691)  0.43
H (-1.32997, 1.49104, 1.15273)  0.48
H (-0.42709, 1.11131, -1.30728)  0.31
H (0.96696, 2.09570, -1.96031)  0.25
H (0.76367, 0.35483, -2.57062)  0.39
H (2.96788, 0.09881, -2.02693)  0.36
H (3.50031, 1.29149, -0.71504)  0.26
H (3.15372, -0.49753, -0.31694)  0.33
H (-1.59883, -2.54830, 1.13318)  0.50
H (-1.04647, -1.92820, -0.45941)  0.39

The LUMO energy comes out at -0.37 eV. For the HOMO energy, the calculation gives -8.060 eV. The structure (SMILES) is C#CC1=C[P@](=S)(N(C)C)SC1. Its spin multiplicity is 1.

***

Most stable: #1 (next structure +254.2 kJ/mol)

***

#1
C10H11N2 | ωB97M-V/def2-TZVPD

Each line ends with the Mulliken charge.
Cartesian coordinates (Å):
C (2.13294, -2.51410, 1.35806)  -0.11
C (-0.29021, 0.75132, -3.00013)  -0.78
C (0.65005, -0.23062, -2.91277)  -0.29
C (-0.78671, 1.29961, -1.81212)  -0.40
C (1.19152, -0.59492, -1.68860)  -0.88
C (-0.35193, 0.90914, -0.57686)  0.43
C (0.68319, -0.03899, -0.57486)  0.92
C (-0.73332, 1.45901, 0.76194)  -0.73
C (-0.51281, 0.64724, 2.02053)  0.24
C (-1.46327, -0.42353, 2.30625)  -1.36
N (1.43658, -1.63683, 1.04085)  -0.06
N (1.01822, -0.47689, 0.71315)  -0.33
H (2.82259, -3.07077, 1.88031)  0.46
H (-0.65861, 1.01834, -4.03466)  0.32
H (0.99892, -0.69921, -3.84532)  0.35
H (-1.60454, 1.97084, -1.85883)  0.46
H (1.94529, -1.35734, -1.61724)  0.41
H (0.01409, 2.36476, 0.98239)  0.27
H (-1.73636, 1.76004, 0.98677)  0.44
H (0.24828, 1.05526, 2.68956)  0.39
H (-1.06314, -1.25326, 2.80596)  0.41
H (-1.77611, -0.75880, 1.35710)  0.39
H (-2.16466, -0.18031, 3.01852)  0.46

The net charge is +1. The LUMO energy comes out at -5.07 eV. For the HOMO energy, the calculation gives -11.911 eV. Its spin multiplicity is 1.

***

#2
C10H11N2 | ωB97M-V/def2-TZVPD

Each line ends with the Mulliken charge.
Cartesian coordinates (Å):
C (-1.15334, 0.16720, -0.74259)  -0.82
C (0.44314, 0.40985, 1.28741)  -1.03
C (-1.99176, -0.72001, -0.76251)  1.69
C (0.56633, 0.35542, 2.48941)  0.45
C (-0.37867, 1.41303, -0.83639)  -0.42
C (0.99206, 1.24116, -2.71560)  0.01
C (1.53927, -0.22159, -0.80118)  -0.64
C (0.39944, 0.50121, -0.06786)  1.27
C (-2.88629, -1.80079, -0.71269)  -1.63
C (0.70604, 0.23194, 3.92448)  -1.06
N (0.13585, 1.87718, -2.07263)  -0.59
N (1.63739, 0.16971, -2.18916)  -0.21
H (-0.80140, 2.26292, -0.38734)  0.48
H (1.51391, 1.58447, -3.63919)  0.36
H (2.42723, -0.13406, -0.08685)  0.39
H (1.42278, -1.25618, -0.72271)  0.37
H (-3.63828, -1.63841, -0.07812)  0.39
H (-2.25544, -2.51880, -0.31685)  0.41
H (-3.18962, -2.11596, -1.62279)  0.39
H (0.06932, 0.96656, 4.35376)  0.32
H (1.69799, 0.39990, 4.20729)  0.34
H (0.36869, -0.83097, 4.20670)  0.31
H (2.37537, -0.34380, -2.71459)  0.26

The net charge is +1. The LUMO energy comes out at -5.24 eV. For the HOMO energy, the calculation gives -12.796 eV. Its spin multiplicity is 1.

***

Most stable: #1 (next structure +84.7 kJ/mol)